one) A cluster of 2 separate species, C6H12O3 in total. Source: the OMol25 dataset; level of theory: wB97M-V/def2-TZVPD.

Positions of all 21 atoms, in Å:
H  0.170  -1.867  1.789
H  -0.903  1.185  1.701
H  0.038  1.870  -1.214
C  -1.196  0.818  0.659
H  -1.517  -1.780  1.308
C  1.485  0.177  1.333
H  2.357  1.627  0.292
C  -0.511  -1.656  0.867
C  0.288  1.041  -1.802
C  0.374  -0.199  -0.945
H  0.933  0.332  2.248
H  1.163  1.379  -2.302
C  -0.351  -0.321  0.227
O  2.300  -0.672  1.060
H  -0.271  -2.397  0.201
H  -2.202  0.490  0.555
O  1.686  1.473  0.947
H  -0.534  0.900  -2.435
H  -1.095  1.757  0.017
O  1.324  -1.190  -1.172
H  1.931  -1.301  -0.399

The LUMO energy comes out at 0.772 eV. The SMILES is CC(C)=C(C)O.O=CO. The highest occupied orbital energy is -8.677 eV. The HOMO-LUMO gap is 9.4497 eV.

two) The molecule C6H12O3. Source: the OMol25 dataset; level of theory: wB97M-V/def2-TZVPD.

Positions of all 21 atoms, in Å:
C  -1.366  -0.231  0.758
C  0.178  -0.218  0.480
H  -1.265  0.513  1.594
H  -1.655  -1.195  1.178
H  0.153  1.470  -0.843
H  -1.922  0.128  -1.298
C  0.133  -1.244  -0.664
O  0.898  -0.777  1.552
H  2.800  0.535  0.365
C  -2.306  0.317  -0.304
C  2.206  0.972  -0.436
H  -2.449  1.387  -0.195
O  0.284  -2.503  -0.244
H  2.277  0.327  -1.310
H  2.622  1.946  -0.687
O  0.102  -0.950  -1.841
H  0.367  -3.095  -1.008
H  0.820  -0.182  2.305
H  0.662  1.842  0.812
C  0.749  1.118  -0.002
H  -3.287  -0.160  -0.213

The LUMO energy comes out at 0.856 eV. The SMILES is CCC(O)(CC)C(=O)O. The highest occupied orbital energy is -9.921 eV. The HOMO-LUMO gap is 10.7776 eV.

Computed stability ranking, most favorable first: two), one)

one) The molecule C4H4OS. Source: the OMol25 dataset; level of theory: wB97M-V/def2-TZVPD.

Positions of all 10 atoms, in Å:
C  0.211  -1.245  0.590
H  -1.526  1.085  0.948
C  0.140  0.046  -0.134
H  0.159  -1.096  1.828
H  1.076  -1.742  0.364
C  -0.796  1.103  0.016
C  -0.795  2.211  -0.783
H  -0.587  -1.831  0.352
O  0.984  0.071  -1.092
S  1.134  1.397  -2.089

Its multiplicity is 3. Its expectation value of S² is 2.030. The LUMO energy (spin up / spin down) comes out at -0.249 / -3.049 eV. The highest occupied orbital energy (spin up / spin down) is -6.534 / -9.126 eV. The HOMO-LUMO gap (spin up / spin down) is 6.2853 / 6.0770 eV.

two) A structure of composition C4H4OS. Source: the OMol25 dataset; level of theory: wB97M-V/def2-TZVPD.

Positions of all 10 atoms, in Å:
H  -2.116  1.175  -1.120
C  -1.429  0.284  -1.290
O  -0.590  0.535  1.954
H  -1.468  -0.151  -2.381
C  -0.449  -0.067  -0.428
H  2.229  0.325  0.634
S  1.034  -1.065  -0.776
H  1.450  -0.951  1.622
C  -0.018  0.226  0.972
C  1.358  -0.310  0.813

Its multiplicity is 3. Its expectation value of S² is 2.013. The LUMO energy (spin up / spin down) comes out at 0.517 / -2.828 eV. The highest occupied orbital energy (spin up / spin down) is -6.260 / -9.629 eV. The HOMO-LUMO gap (spin up / spin down) is 6.7770 / 6.8004 eV.

Computed stability ranking, most favorable first: two), one)

one) A cluster of 2 separate species, C4H10N2 in total. Source: the OMol25 dataset; level of theory: wB97M-V/def2-TZVPD.

Positions of all 16 atoms, in Å:
H  3.578  0.650  0.519
N  0.954  1.589  2.009
H  1.582  1.389  0.113
H  -1.996  0.486  -0.279
H  -2.151  -2.317  -1.370
C  -0.319  -1.142  -1.509
H  0.993  1.418  2.988
C  -2.536  -0.416  -0.551
H  0.371  -1.650  -0.825
H  -0.064  -1.657  -2.436
C  1.934  1.226  1.145
H  -0.170  -0.066  -1.418
N  3.055  0.668  1.370
C  -1.767  -1.322  -1.149
H  0.060  1.761  1.567
H  -3.524  -0.617  -0.174

The LUMO energy comes out at 0.865 eV. The SMILES is [H]/N=C/N.C=CC. The highest occupied orbital energy is -9.368 eV. The HOMO-LUMO gap is 10.2328 eV.

two) A cluster of 2 separate species, C4H10N2 in total. Source: the OMol25 dataset; level of theory: wB97M-V/def2-TZVPD.

Positions of all 16 atoms, in Å:
C  1.068  -2.147  1.226
N  0.464  0.261  1.049
N  -0.591  -0.317  1.252
H  -0.545  -0.159  -1.403
H  0.972  -0.832  -1.725
H  0.807  -3.133  0.756
H  -1.140  2.807  0.665
H  2.230  -2.097  0.948
C  0.101  -0.981  -1.053
H  -0.795  1.956  -0.915
H  0.937  -2.211  2.316
H  -2.052  3.189  -0.746
C  -1.057  2.903  -0.497
H  -0.378  3.690  -0.797
C  0.365  -1.031  0.438
H  -0.384  -1.897  -1.514

The LUMO energy comes out at 0.860 eV. The SMILES is CC1(C)N=N1.C. The highest occupied orbital energy is -9.674 eV. The HOMO-LUMO gap is 10.5341 eV.

three) A structure of composition C4H10N2. Source: the OMol25 dataset; level of theory: wB97M-V/def2-TZVPD.

Positions of all 16 atoms, in Å:
H  -0.544  2.568  0.220
H  -1.911  -0.299  1.413
H  -0.070  1.831  -1.325
H  0.230  0.559  1.470
C  -1.219  -0.688  -0.378
H  1.040  -2.548  0.134
N  -1.852  0.157  0.505
C  0.171  1.910  -0.264
C  0.750  -0.565  -0.264
H  -1.279  -0.373  -1.419
N  1.237  -1.641  0.543
H  2.234  -1.591  0.725
H  -1.265  -1.781  -0.268
H  1.085  -0.450  -1.293
C  0.212  0.575  0.389
H  1.180  2.337  -0.189

The LUMO energy comes out at 0.866 eV. The highest occupied orbital energy is -6.804 eV. The HOMO-LUMO gap is 7.6702 eV.

Computed stability ranking, most favorable first: one), two), three)

one) A cluster of 2 separate species, C4H10N2 in total. Source: the OMol25 dataset; level of theory: wB97M-V/def2-TZVPD.

Positions of all 16 atoms, in Å:
H  -3.943  -0.254  0.644
H  -2.441  -0.486  1.753
H  2.311  0.625  1.884
H  -1.351  0.872  -1.827
C  3.313  -0.090  -0.830
H  -2.714  -0.180  -2.393
H  0.769  0.007  1.113
C  1.927  0.074  1.056
N  -2.108  -0.587  -0.441
H  3.612  0.226  -1.891
C  -2.868  -0.075  0.817
N  2.279  0.549  -0.318
H  -2.729  1.041  1.039
C  -1.999  0.029  -1.606
H  2.145  -0.971  1.238
H  3.798  -0.780  -0.239

The LUMO energy comes out at 0.043 eV. The SMILES is C=NC.C=NC. The highest occupied orbital energy is -7.789 eV. The HOMO-LUMO gap is 7.8317 eV.

two) A cluster of 2 separate species, C4H10N2 in total. Source: the OMol25 dataset; level of theory: wB97M-V/def2-TZVPD.

Positions of all 16 atoms, in Å:
H  3.824  -1.147  -0.739
H  -2.317  -1.330  2.479
H  -1.719  0.323  2.782
N  1.867  -0.399  -1.198
N  -2.612  -0.054  0.895
H  -1.691  1.905  0.958
C  2.784  -1.474  -0.894
H  2.415  -1.983  -0.003
C  2.307  0.755  -1.399
H  -3.439  1.809  0.664
H  1.639  1.581  -1.610
H  3.349  1.030  -1.190
C  -2.216  -0.333  2.044
H  -2.335  1.374  -0.614
H  2.808  -2.129  -1.758
C  -2.480  1.325  0.462

The LUMO energy comes out at 1.059 eV. The SMILES is C=NC.C=NC. The highest occupied orbital energy is -9.624 eV. The HOMO-LUMO gap is 10.6831 eV.

three) The molecule C4H10N2. Source: the OMol25 dataset; level of theory: wB97M-V/def2-TZVPD.

Positions of all 16 atoms, in Å:
H  3.247  -0.973  1.131
H  1.031  0.662  1.270
N  -0.687  -0.397  -0.707
H  -1.320  1.097  0.589
N  0.630  -0.346  -0.484
H  -3.525  -0.128  1.002
H  3.538  0.476  0.063
C  -2.897  -0.270  0.111
H  1.188  -0.828  -1.236
H  -2.972  -1.276  -0.202
H  2.908  -1.100  -0.569
C  2.933  -0.368  0.262
C  -1.422  0.072  0.424
C  1.503  -0.100  0.527
H  -3.321  0.391  -0.608
H  -1.079  -0.436  1.288

The LUMO energy comes out at 1.062 eV. The highest occupied orbital energy is -7.400 eV. The HOMO-LUMO gap is 8.4623 eV.

Computed stability ranking, most favorable first: two), three), one)

one) The molecule C4H10N2. Source: the OMol25 dataset; level of theory: wB97M-V/def2-TZVPD.

Positions of all 16 atoms, in Å:
H  -1.347  -1.807  -0.213
H  -1.017  -1.190  1.386
H  1.798  1.737  -0.866
N  1.233  -0.692  0.407
H  3.414  1.468  -0.571
C  0.009  -0.204  -0.242
C  -2.476  -0.057  0.259
H  -3.328  -0.475  0.798
H  -2.298  0.974  0.565
C  -1.204  -0.896  0.365
C  2.281  -0.017  0.223
H  3.190  -0.326  0.730
H  -2.790  0.003  -0.788
H  0.056  -0.477  -1.297
H  -0.012  0.889  -0.180
N  2.492  1.071  -0.576

The LUMO energy comes out at 0.966 eV. The SMILES is CCC/N=C\N. The highest occupied orbital energy is -9.082 eV. The HOMO-LUMO gap is 10.0477 eV.

two) A cluster of 2 separate species, C4H10N2 in total. Source: the OMol25 dataset; level of theory: wB97M-V/def2-TZVPD.

Positions of all 16 atoms, in Å:
H  -0.750  0.672  -3.122
H  -1.338  -1.327  -0.307
C  2.422  -0.803  0.745
H  0.654  1.158  2.630
H  -1.794  -0.846  -3.065
N  0.647  0.487  1.734
H  3.509  -0.994  0.721
C  1.956  0.327  1.418
C  -1.669  0.440  -1.339
H  -2.279  -0.056  0.667
N  -1.915  -0.460  -0.235
H  1.974  -1.082  -0.252
C  -1.425  0.062  -2.615
H  2.559  1.006  1.985
H  -1.381  1.424  -0.958
H  0.020  -0.299  1.956

The LUMO energy comes out at 0.732 eV. The SMILES is C=CN.C=CN. The highest occupied orbital energy is -8.027 eV. The HOMO-LUMO gap is 8.7591 eV.

three) A cluster of 2 separate species, C4H10N2 in total. Source: the OMol25 dataset; level of theory: wB97M-V/def2-TZVPD.

Positions of all 16 atoms, in Å:
C  -1.437  1.237  0.774
C  1.172  -0.471  0.474
C  1.006  -1.948  -1.490
N  0.791  -0.771  -0.976
N  -1.754  0.104  0.079
H  0.817  -2.259  -2.496
H  1.691  -2.672  -0.910
H  0.122  1.963  -0.475
H  0.681  -0.909  1.330
H  -2.675  0.154  -0.289
H  -2.185  1.515  1.569
H  0.150  2.718  1.273
H  2.294  -0.558  0.472
C  -0.396  2.098  0.496
H  -1.293  -0.724  -0.247
H  1.014  0.522  0.415

The LUMO energy comes out at 1.076 eV. The SMILES is C=CN.C=NC. The highest occupied orbital energy is -8.043 eV. The HOMO-LUMO gap is 9.1188 eV.

four) The molecule C4H10N2. Source: the OMol25 dataset; level of theory: wB97M-V/def2-TZVPD.

Positions of all 16 atoms, in Å:
H  -2.740  0.397  0.830
N  -0.342  0.732  1.406
H  -3.120  1.494  -0.354
C  -0.337  0.444  -0.037
H  -1.346  0.158  -1.842
H  1.948  0.942  -0.705
C  1.881  -1.196  0.021
H  2.844  -1.309  -0.457
C  -1.496  0.287  -0.786
C  1.057  0.048  -0.602
N  -2.748  0.539  -0.169
H  1.266  -2.057  -0.163
H  0.885  -0.040  -1.741
H  0.649  0.842  1.684
H  -0.443  -0.231  1.826
H  2.042  -1.050  1.088

The LUMO energy comes out at 0.967 eV. The SMILES is CC/C(N)=C/N. The highest occupied orbital energy is -8.122 eV. The HOMO-LUMO gap is 9.0891 eV.

Computed stability ranking, most favorable first: one), four), two), three)

one) The molecule C4H10N2. Source: the OMol25 dataset; level of theory: wB97M-V/def2-TZVPD.

Positions of all 16 atoms, in Å:
H  -0.393  0.846  1.592
N  1.513  -1.021  0.530
H  1.065  -0.943  1.434
H  -2.155  0.177  -0.984
C  -0.173  0.723  -0.449
H  -0.698  2.421  0.769
C  -0.019  1.571  0.803
N  -1.443  -0.037  -0.295
C  0.610  -0.629  -0.517
H  1.136  -0.751  -1.469
H  -0.909  -1.983  0.370
H  2.337  -0.434  0.536
H  -1.020  -1.873  -1.401
H  1.004  1.923  0.926
H  -0.092  1.337  -1.354
C  -0.760  -1.327  -0.491

The LUMO energy comes out at 1.090 eV. The SMILES is C[C@@H]1NC[C@@H]1N. The highest occupied orbital energy is -8.741 eV. The HOMO-LUMO gap is 9.8316 eV.

two) A cluster of 2 separate species, C4H10N2 in total. Source: the OMol25 dataset; level of theory: wB97M-V/def2-TZVPD.

Positions of all 16 atoms, in Å:
H  3.326  0.429  2.353
H  2.374  1.551  4.552
H  1.964  -0.439  1.536
C  2.252  0.451  2.087
N  1.463  1.186  2.726
H  -2.754  -2.034  -4.109
C  -1.308  -0.455  -2.935
N  -1.968  -1.290  -2.274
C  2.039  2.125  3.685
H  -3.918  -1.651  -2.722
C  -2.968  -2.076  -3.046
H  -0.492  0.078  -2.443
H  -2.912  -3.088  -2.652
H  2.951  2.599  3.320
H  -1.315  -0.231  -4.007
H  1.266  2.844  3.929

The LUMO energy comes out at 1.150 eV. The SMILES is C=NC.C=NC. The highest occupied orbital energy is -9.593 eV. The HOMO-LUMO gap is 10.7429 eV.

Computed stability ranking, most favorable first: one), two)

one) The molecule C4H10N2. Source: the OMol25 dataset; level of theory: wB97M-V/def2-TZVPD.

Positions of all 16 atoms, in Å:
N  -0.253  -1.834  -0.184
H  -2.323  -0.147  -0.949
H  1.234  1.610  -0.930
H  -0.914  0.610  -1.677
H  -2.021  -1.597  0.811
C  1.670  0.855  -0.279
C  0.665  0.391  0.774
H  2.543  1.292  0.202
H  0.278  1.256  1.319
H  0.627  -2.213  0.170
C  -1.419  0.420  -0.730
H  1.992  0.014  -0.891
H  -1.696  1.373  -0.282
C  -0.507  -0.360  0.181
N  -1.032  -1.406  0.970
H  1.157  -0.264  1.496

The LUMO energy comes out at 1.123 eV. The SMILES is CCC1(C)NN1. The highest occupied orbital energy is -9.274 eV. The HOMO-LUMO gap is 10.3972 eV.

two) The molecule C4H10N2. Source: the OMol25 dataset; level of theory: wB97M-V/def2-TZVPD.

Positions of all 16 atoms, in Å:
H  0.690  1.340  -2.638
H  1.004  -1.926  1.340
N  -0.658  0.556  -1.204
H  -0.581  1.389  0.727
C  -0.193  0.767  -2.347
H  1.602  0.444  1.343
H  1.805  -0.284  -0.187
H  -0.099  -1.712  -0.002
H  -0.716  0.345  -3.211
C  1.011  0.035  0.515
H  0.623  1.988  -0.378
N  -0.703  -1.013  1.950
C  0.285  -1.242  0.905
C  0.094  1.087  -0.073
H  -1.437  -0.373  1.688
H  -1.050  -1.815  2.445

The LUMO energy comes out at 1.177 eV. The SMILES is C=NCCCN. The highest occupied orbital energy is -8.862 eV. The HOMO-LUMO gap is 10.0389 eV.

three) The molecule C4H10N2. Source: the OMol25 dataset; level of theory: wB97M-V/def2-TZVPD.

Positions of all 16 atoms, in Å:
H  1.208  1.420  -2.021
H  2.115  -1.317  0.398
H  -2.188  -0.623  1.054
H  0.684  -0.820  1.853
H  -0.234  1.368  -2.803
H  -1.553  -0.571  2.711
C  -1.432  -0.168  1.707
C  -0.049  -0.374  1.202
C  1.450  -1.020  -0.407
H  2.006  -0.471  -1.161
N  0.210  1.553  -1.909
C  -0.371  0.832  -0.835
N  0.366  0.244  0.068
H  0.899  -1.849  -0.842
H  -1.447  0.887  -0.745
H  -1.662  0.907  1.731

The LUMO energy (spin up / spin down) comes out at 0.767 / 0.795 eV. The highest occupied orbital energy (spin up / spin down) is -5.922 / -5.752 eV. The HOMO-LUMO gap (spin up / spin down) is 6.6886 / 6.5464 eV.

Computed stability ranking, most favorable first: two), one), three)